The molecule C2H6N2O3 at a distorted geometry, computed with ωB97M-V with the def2-TZVPD basis set.

```
13
Properties=species:S:1:pos:R:3:nbo_charge:R:1
C -0.89 -0.30 0.19 -0.65
C 0.57 0.20 0.45 -0.26
N 1.27 0.78 -0.65 0.00
O 1.46 -0.22 -1.59 -0.56
N 0.77 1.95 -1.22 0.62
O 0.22 2.69 -0.45 -0.38
O 0.95 2.13 -2.40 -0.41
H -1.07 -0.98 -0.70 0.22
H -1.17 -0.80 1.17 0.23
H -1.28 0.70 -0.14 0.22
H 0.39 1.08 1.13 0.24
H 1.18 -0.61 0.89 0.22
H 1.25 0.24 -2.51 0.50
```

Values from the calculation:
**HOMO level**: -9.93 eV
**LUMO level**: 0.31 eV
**Energy relative to the best compared isomer or geometry (same formula, charge and spin)**: 159.7 kcal per mole
**HOMO-LUMO gap**: 10.235 eV
**SMILES**: CCN(O)[N+](=O)[O-]

A cluster of 2 separate species, C4H12NO in total at a distorted geometry, computed with ωB97M-V with the def2-TZVPD basis set.

```
18
Properties=species:S:1:pos:R:3:nbo_charge:R:1
C 0.73 -0.40 1.92 -0.61
C -0.32 -0.04 0.86 -0.43
C 0.16 1.05 -0.10 -0.20
C -2.01 0.57 -1.34 0.11
N -1.07 1.36 -0.94 -0.39
H 0.28 -1.05 2.68 0.23
H 1.52 -1.00 1.50 0.23
H 1.13 0.53 2.32 0.22
H -0.68 -0.89 0.25 0.21
H -1.25 0.23 1.39 0.22
H 0.13 2.00 0.45 0.23
H 0.94 1.09 -0.89 0.27
H -2.39 -0.19 -0.66 0.23
H -2.71 0.86 -2.19 0.24
H -1.06 2.20 -1.53 0.43
H 2.95 -1.96 -1.21 0.48
H 1.65 -2.63 -1.24 0.47
O 2.01 -1.73 -1.26 -0.95
```

Values from the calculation:
**HOMO level**: -14.85 eV
**LUMO level**: -5.18 eV
**Energy relative to the best compared isomer or geometry (same formula, charge and spin)**: 51.8 kcal per mole
**HOMO-LUMO gap**: 9.672 eV
**Total charge**: +1

A structure of composition C5H8O2, computed with ωB97M-V with the def2-TZVPD basis set.

```
15
Properties=species:S:1:pos:R:3:nbo_charge:R:1
C -1.36 0.95 -0.32 -0.63
C -0.23 0.01 0.01 0.23
C 0.07 -0.43 1.44 -0.09
O 1.47 -0.25 1.25 -0.53
C 1.27 0.26 -0.10 -0.07
C 1.53 -0.73 -1.19 -0.16
O -0.29 -1.09 -0.97 -0.62
H -1.50 1.73 0.45 0.23
H -1.19 1.43 -1.28 0.23
H -2.29 0.37 -0.39 0.23
H -0.20 -1.47 1.69 0.18
H -0.33 0.23 2.22 0.18
H 1.71 1.26 -0.21 0.20
H 1.38 -0.19 -2.14 0.12
H -0.21 -1.96 -0.55 0.51
```

Values from the calculation:
**HOMO level**: -8.12 eV
**LUMO level**: 0.64 eV
**Energy relative to the best compared isomer or geometry (same formula, charge and spin)**: 125.3 kcal per mole
**HOMO-LUMO gap**: 8.758 eV

A cluster of 9 separate species, C33H72F10N9O21S10 in total at a distorted geometry, computed with ωB97M-V with the def2-TZVPD basis set.

```
155
Properties=species:S:1:pos:R:3:mulliken_charge:R:1
C 9.64 -14.60 16.73 -1.02
C 8.93 -15.37 17.83 2.33
C 9.88 -16.31 18.56 -1.20
C 10.64 -15.62 19.68 -0.88
C 9.72 -14.93 20.68 -1.12
C 8.65 -13.93 20.13 1.42
N 8.07 -14.62 18.87 0.66
O 6.88 -14.08 18.35 -0.15
C 9.32 -12.59 19.78 -1.34
C 7.48 -13.72 21.03 -1.84
C 7.87 -16.30 17.17 -2.49
H 9.09 -13.70 16.45 0.57
H 9.61 -15.15 15.79 -0.47
H 10.61 -14.29 17.10 0.45
H 10.63 -16.86 17.99 0.29
H 9.28 -17.10 19.02 0.52
H 11.29 -14.91 19.18 0.37
H 11.33 -16.31 20.16 0.51
H 10.41 -14.37 21.31 0.42
H 9.24 -15.66 21.34 0.36
H 9.73 -12.17 20.70 0.44
H 8.54 -11.92 19.41 0.15
H 10.06 -12.71 18.99 0.47
H 6.93 -14.66 21.10 0.48
H 6.79 -12.91 20.83 0.30
H 7.76 -13.62 22.08 0.42
H 7.04 -15.97 16.53 0.37
H 7.22 -16.75 17.92 0.74
H 8.39 -17.12 16.67 0.22
C 3.69 -14.34 13.34 -1.38
C 4.84 -13.50 12.85 -0.31
C 5.90 -14.39 12.09 -0.05
N 7.04 -13.47 11.48 0.73
C 6.42 -12.38 10.53 -0.66
C 8.03 -14.53 10.83 -0.08
C 9.17 -14.78 11.85 0.66
C 8.89 -13.88 13.11 0.16
C 7.93 -12.76 12.51 -0.64
H 3.90 -15.01 14.18 0.10
H 3.20 -15.07 12.71 0.38
H 2.91 -13.64 13.61 0.47
H 5.30 -13.16 13.78 0.11
H 4.48 -12.65 12.27 0.34
H 5.62 -14.86 11.15 0.49
H 6.37 -14.96 12.89 -0.13
H 6.00 -12.93 9.69 0.23
H 7.25 -11.78 10.14 0.17
H 5.79 -11.69 11.09 0.32
H 8.52 -13.86 10.12 0.25
H 7.64 -15.34 10.22 -0.17
H 10.13 -14.39 11.50 0.39
H 9.13 -15.86 11.99 -0.91
H 9.76 -13.40 13.57 0.82
H 8.41 -14.48 13.88 -0.68
H 8.56 -12.07 11.96 -0.17
H 7.43 -12.11 13.24 0.58
C 6.74 -18.52 10.80 -0.46
C 8.20 -19.07 10.39 0.34
C 8.47 -19.89 9.14 -1.16
N 9.98 -20.21 8.90 0.32
C 10.69 -20.96 10.04 -0.75
C 10.14 -20.98 7.58 -0.62
C 11.57 -20.66 6.94 -0.60
C 11.90 -19.42 7.78 -0.85
C 10.74 -18.87 8.57 -0.33
H 6.61 -18.17 11.82 -0.39
H 5.83 -19.06 10.54 0.60
H 6.57 -17.56 10.31 -0.25
H 8.58 -19.65 11.23 0.38
H 8.82 -18.18 10.46 0.02
H 8.05 -19.26 8.36 0.49
H 7.88 -20.81 9.20 0.35
H 10.11 -21.85 10.29 0.31
H 10.83 -20.34 10.93 0.12
H 11.58 -21.35 9.54 0.52
H 10.02 -22.04 7.82 0.44
H 9.39 -20.72 6.83 0.41
H 12.37 -21.38 7.10 0.29
H 11.64 -20.63 5.85 0.34
H 12.58 -19.55 8.62 0.40
H 12.54 -18.78 7.16 0.49
H 11.05 -18.39 9.49 0.18
H 10.06 -18.22 8.02 0.41
C 4.43 -18.20 14.04 -0.48
C 4.97 -19.23 15.12 0.08
C 3.93 -19.16 16.18 -1.56
N 3.72 -20.54 16.94 0.44
C 4.97 -20.95 17.61 -1.05
C 3.07 -21.61 16.03 -0.58
C 1.55 -21.44 16.18 -0.59
C 1.51 -21.26 17.69 -0.60
C 2.57 -20.26 17.93 -0.44
H 4.06 -17.26 14.45 0.34
H 3.73 -18.68 13.36 0.47
H 5.29 -17.86 13.46 -0.65
H 5.96 -18.95 15.46 0.13
H 5.07 -20.25 14.76 0.37
H 2.98 -18.88 15.74 0.47
H 4.21 -18.45 16.96 0.72
H 5.77 -21.27 16.93 0.31
H 4.71 -21.87 18.14 0.48
H 5.34 -20.05 18.10 0.43
H 3.24 -22.59 16.47 0.50
H 3.40 -21.57 15.00 0.23
H 1.08 -22.34 15.79 0.39
H 1.21 -20.65 15.51 0.33
H 1.54 -22.15 18.32 0.31
H 0.56 -20.77 17.91 0.34
H 3.10 -20.33 18.88 0.41
H 2.23 -19.23 17.84 0.27
N 10.58 -18.69 13.02 -0.11
S 9.76 -18.37 14.26 0.70
O 8.45 -17.65 14.15 -0.19
O 10.35 -18.25 15.55 -0.56
F 9.11 -19.84 14.40 -0.47
S 11.64 -17.45 13.30 0.92
O 12.93 -17.88 13.77 -0.64
O 11.03 -16.19 13.85 -0.34
F 11.89 -17.09 11.77 -0.27
N 11.88 -9.31 14.79 -0.13
S 13.23 -8.95 15.36 1.12
O 14.41 -9.66 14.82 -0.60
O 13.22 -8.54 16.74 -0.65
F 13.20 -7.49 14.65 -0.32
S 11.60 -10.73 15.69 0.88
O 10.79 -10.74 16.94 -0.53
O 12.67 -11.76 15.54 -0.61
F 10.49 -11.28 14.70 -0.13
N 4.24 -11.38 18.21 -0.41
S 5.27 -10.08 18.01 1.03
O 4.66 -8.96 17.28 -0.58
O 6.75 -10.31 18.00 -0.47
F 5.05 -9.63 19.57 -0.33
S 4.34 -11.71 16.72 1.06
O 5.56 -12.36 16.18 -0.24
O 3.38 -10.94 15.89 -0.61
F 3.51 -13.08 16.94 -0.40
N 10.64 -10.05 11.10 -0.26
S 10.06 -10.32 9.69 1.00
O 9.55 -11.73 9.47 -0.47
O 10.69 -9.70 8.55 -0.60
F 8.70 -9.41 9.91 -0.36
S 11.93 -11.13 10.86 0.99
O 12.86 -10.98 9.81 -0.64
O 11.70 -12.39 11.45 -0.46
F 12.70 -10.36 12.04 -0.24
N 5.84 -15.30 8.37 0.26
S 4.85 -16.45 7.91 0.84
O 5.22 -17.86 7.95 -0.51
O 3.92 -15.99 6.84 -0.63
F 3.84 -16.39 9.19 -0.32
S 6.87 -15.65 7.35 0.59
O 6.65 -15.72 5.89 -0.61
O 7.92 -16.56 7.86 -0.49
F 7.67 -14.31 7.62 -0.28
```

Values from the calculation:
**HOMO level**: -5.85 eV
**LUMO level**: -2.77 eV
**HOMO-LUMO gap**: 3.080 eV
**Total charge**: -1

The molecule C4H4N2O2 at a distorted geometry, computed with ωB97M-V with the def2-TZVPD basis set.

```
12
Properties=species:S:1:pos:R:3:nbo_charge:R:1
O 0.07 -0.96 3.38 -0.59
N 0.19 -1.28 1.90 -0.11
C -0.17 -0.20 1.29 0.00
C 0.05 0.08 -0.20 0.44
N 0.70 -0.52 -1.08 -0.43
C 0.43 0.08 -2.28 -0.12
C -0.36 1.23 -1.98 0.07
O -0.76 1.17 -0.64 -0.42
H 0.27 -1.93 3.50 0.49
H -0.52 0.63 1.97 0.21
H 1.01 -0.23 -3.23 0.24
H -0.90 1.93 -2.62 0.22
```

Values from the calculation:
**HOMO level**: -9.31 eV
**LUMO level**: 0.14 eV
**Energy relative to the best compared isomer or geometry (same formula, charge and spin)**: 95.5 kcal per mole
**HOMO-LUMO gap**: 9.447 eV
**SMILES**: O/N=C/c1ncco1

A structure of composition C40H60GeN5O5SSc at a distorted geometry, computed with ωB97M-V with the def2-TZVPD basis set.

```
113
Properties=species:S:1:pos:R:3:lowdin_spin:R:1
Sc -0.41 0.34 -0.26 0.00
C 0.56 3.86 0.47 0.00
C -0.71 3.35 1.19 0.00
C -1.91 4.26 0.86 0.00
C -0.50 3.36 2.71 0.00
O -0.97 2.01 0.74 0.00
Ge -2.86 1.22 0.83 0.00
O -1.92 -0.55 1.06 0.00
C -2.60 -1.67 1.63 0.00
C -1.91 -2.09 2.94 0.00
C -2.55 -2.85 0.65 0.00
C -4.06 -1.33 1.94 0.00
O -2.51 0.89 -1.06 0.00
C -3.57 0.75 -2.02 0.00
C -4.78 1.59 -1.59 0.00
C -3.97 -0.73 -2.13 0.00
C -3.09 1.23 -3.39 0.00
H 0.36 4.79 -0.07 0.00
H 1.37 4.04 1.17 0.00
H 0.90 3.11 -0.26 0.00
H -1.68 5.28 1.14 0.00
H -2.12 4.21 -0.21 0.00
H -2.79 3.92 1.41 0.00
H -0.35 4.37 3.06 0.00
H -1.38 2.93 3.19 0.00
H 0.37 2.76 2.96 0.00
H -0.87 -2.34 2.76 0.00
H -1.96 -1.27 3.66 0.00
H -2.41 -2.96 3.35 0.00
H -1.55 -3.28 0.63 0.00
H -3.24 -3.63 0.95 0.00
H -2.81 -2.52 -0.36 0.00
H -4.10 -0.51 2.66 0.00
H -4.57 -1.02 1.03 0.00
H -4.58 -2.18 2.36 0.00
H -5.25 1.18 -0.70 0.00
H -4.45 2.60 -1.37 0.00
H -5.51 1.63 -2.39 0.00
H -4.33 -1.11 -1.18 0.00
H -4.75 -0.85 -2.88 0.00
H -3.10 -1.31 -2.45 0.00
H -3.00 2.32 -3.40 0.00
H -2.13 0.79 -3.64 0.00
H -3.81 0.94 -4.15 0.00
C 2.92 1.47 0.92 0.02
C 3.77 0.38 1.50 0.12
C 4.95 0.71 2.15 -0.01
C 5.75 -0.28 2.70 0.15
C 5.43 -1.62 2.52 -0.01
C 4.27 -1.99 1.87 0.11
C 4.01 -3.43 1.56 0.01
C 3.36 -0.98 1.44 0.06
N 2.15 -1.26 0.93 0.34
C 1.41 -2.36 1.12 0.05
O 1.23 -2.97 2.17 0.06
C 0.71 -2.69 -0.18 0.01
C 0.64 -3.97 -0.72 0.01
C 0.17 -4.11 -2.02 0.00
C -0.12 -2.97 -2.76 0.01
C -0.03 -1.73 -2.14 0.00
N 0.31 -1.61 -0.85 0.01
C 0.05 -0.44 -2.95 0.00
O -0.09 -0.49 -4.16 0.00
N 0.42 0.64 -2.22 0.00
C 1.21 1.56 -2.95 0.00
C 0.82 2.89 -3.17 0.00
C -0.51 3.41 -2.68 0.00
C 1.63 3.73 -3.91 0.00
C 2.83 3.28 -4.45 0.00
C 3.22 1.97 -4.22 0.00
C 2.44 1.11 -3.47 0.00
C 2.93 -0.29 -3.24 0.00
H 2.55 2.11 1.72 0.01
H 3.50 2.08 0.23 0.00
H 2.05 1.05 0.37 0.00
H 5.24 1.75 2.22 0.00
H 6.65 -0.01 3.23 0.01
H 6.09 -2.39 2.89 0.00
H 4.94 -4.01 1.63 0.00
H 3.60 -3.54 0.56 0.00
H 3.29 -3.86 2.26 0.01
H 0.96 -4.82 -0.14 0.00
H 0.06 -5.09 -2.46 0.00
H -0.39 -3.02 -3.81 0.00
H -0.93 2.75 -1.91 0.00
H -1.19 3.45 -3.52 0.00
H -0.40 4.42 -2.29 0.00
H 1.31 4.74 -4.11 0.00
H 3.44 3.94 -5.03 0.00
H 4.15 1.61 -4.65 0.00
H 4.01 -0.34 -3.36 0.00
H 2.48 -0.96 -3.97 0.00
H 2.67 -0.65 -2.24 0.00
C 0.34 1.32 7.52 0.00
C -0.38 0.30 6.66 0.00
N -0.02 0.45 5.26 0.00
C 0.57 -0.36 4.37 0.00
S 0.62 0.25 2.78 0.02
N 1.12 -1.53 4.61 0.00
C 1.53 -2.14 5.86 0.00
C 2.73 -3.04 5.61 0.00
H 0.02 1.23 8.56 0.00
H 0.12 2.33 7.19 0.00
H 1.42 1.18 7.48 0.00
H -1.47 0.46 6.74 0.00
H -0.17 -0.71 6.99 0.00
H -0.30 1.34 4.87 0.00
H 1.35 -2.09 3.77 0.00
H 0.71 -2.73 6.28 0.00
H 1.81 -1.35 6.56 0.00
H 2.45 -3.86 4.94 0.00
H 3.07 -3.46 6.55 0.00
H 3.54 -2.48 5.15 0.00
```

Values from the calculation:
**Spin multiplicity**: 2
**HOMO level (spin up / spin down)**: -10.23 / -10.14 eV
**LUMO level (spin up / spin down)**: -3.00 / -4.77 eV
**Energy relative to the best compared isomer or geometry (same formula, charge and spin)**: 23.3 kcal per mole
**<S²>**: 0.783
**HOMO-LUMO gap (spin up / spin down)**: 7.226 / 5.373 eV
**Total charge**: +1